The molecule C5H8O2. Source: OMol25; level of theory: ωB97M-V/def2-TZVPD.

Values from the calculation:
SMILES: OCCC1(O)C=C1
E_LUMO: 0.917 eV
Energy above the lowest of the compared OMol25 structures with the same formula, charge and spin: 3.166 eV
DFT total energy: -345.6886 Eh

CARTESIAN COORDINATES (ANGSTROEM)
O 1.037 1.685 0.924
C 0.835 0.364 1.373
C 1.062 -0.637 0.247
C -0.172 -0.562 -0.651
O -0.139 -1.557 -1.636
C -1.490 -0.157 -0.078
C -0.955 0.675 -0.935
H 0.406 1.814 0.199
H 1.446 0.224 2.265
H -0.211 0.215 1.693
H 1.152 -1.662 0.632
H 1.990 -0.422 -0.301
H -0.839 -1.315 -2.256
H -2.340 -0.406 0.539
H -1.126 1.544 -1.556